Computed, not measured: a molecular structure, C33H45N8O3S2Ti, with ωB97M-V with the def2-TZVPD basis set.

Each line ends with the Löwdin charge.
CARTESIAN COORDINATES (ANGSTROEM)
Ti -0.27167 -0.85609 -0.01171  0.781
C -2.58050 -2.70482 -1.16852  -0.058
N -2.17517 -1.93220 0.04380  -0.244
C -2.30166 -2.81368 1.21922  -0.162
C -1.25705 -3.90958 1.16964  -0.137
N 0.11910 -3.36194 1.08215  -0.153
C 0.73406 -3.26498 2.42175  -0.051
C 0.88193 -4.22266 0.20134  -0.307
C 1.28583 -5.49557 0.59330  -0.018
C 1.90812 -6.34638 -0.30346  -0.061
C 2.13878 -5.92851 -1.60826  -0.065
C 1.75044 -4.66368 -2.00574  -0.094
C 1.11574 -3.80183 -1.10543  -0.555
S 0.61673 -2.21910 -1.69724  0.752
C -3.02247 -0.74597 0.09364  -0.290
C -4.08568 -0.57274 0.97056  -0.013
C -4.92770 0.52170 0.83846  -0.053
C -4.73252 1.43977 -0.18348  -0.061
C -3.64314 1.31190 -1.02918  -0.082
C -2.76887 0.23923 -0.87964  -0.558
S -1.33903 0.11557 -1.89170  0.771
H -3.57152 -3.13746 -1.00664  0.117
H -1.85923 -3.48570 -1.38444  0.070
H -2.62086 -2.05434 -2.03387  0.062
H -3.29454 -3.27168 1.24814  0.139
H -2.15509 -2.22772 2.12218  0.116
H -1.43241 -4.54796 0.30729  0.126
H -1.37285 -4.53536 2.05966  0.136
H 0.45684 -4.11039 3.05836  0.093
H 0.41459 -2.34522 2.90911  0.079
H 1.81719 -3.25577 2.33585  0.088
H 1.09972 -5.83464 1.60538  0.120
H 2.19721 -7.33946 0.01203  0.112
H 2.60547 -6.59746 -2.31868  0.113
H 1.90672 -4.31910 -3.01984  0.109
H -4.27985 -1.28309 1.76351  0.117
H -5.75303 0.64363 1.52634  0.117
H -5.42203 2.26387 -0.31023  0.119
H -3.43784 2.03609 -1.80646  0.122
C 0.26094 3.47080 3.34456  -0.062
C -0.59908 4.21657 2.32645  -0.140
C -1.71354 3.37962 1.62511  -0.267
C -2.79977 4.34518 1.08231  -0.158
C -2.30832 5.54208 0.26850  -0.075
C -2.36542 2.49663 2.67208  -0.390
O -3.23385 2.84260 3.42660  0.144
N -1.85770 1.19834 2.76477  0.246
C -1.05027 0.63046 1.83107  -0.544
O -0.71018 -0.59196 1.94746  -0.100
N -0.63296 1.26799 0.76092  0.100
C -1.07242 2.56982 0.48777  -0.387
O -0.90773 3.04767 -0.60411  0.097
H 1.03230 4.13874 3.72559  0.087
H 0.75690 2.60527 2.90527  0.048
H -0.33183 3.13234 4.19492  0.085
H 0.03241 4.63420 1.54164  0.128
H -1.09201 5.04388 2.83856  0.131
H -3.35258 4.70699 1.94898  0.121
H -3.49291 3.75928 0.47783  0.099
H -1.71525 6.22752 0.87337  0.074
H -3.17405 6.09219 -0.09980  0.082
H -1.71698 5.22449 -0.58397  0.067
H -2.23007 0.61119 3.49813  0.179
N 2.64881 -1.51250 0.60362  0.015
C 3.70932 -1.20708 1.36072  -0.057
C 3.44913 0.01235 1.94822  -0.017
C 2.18715 0.37375 1.47398  -0.111
N 1.70439 -0.56130 0.65574  -0.081
H 2.52456 -2.30345 -0.01332  0.110
H 4.56917 -1.85138 1.43112  0.136
H 4.07698 0.56825 2.62115  0.111
H 1.63745 1.27288 1.67512  0.090
C 3.45489 0.35186 -1.94245  -0.165
C 4.31995 1.21216 -2.91262  -0.146
N 3.45609 2.08750 -3.69052  -0.169
C 2.67688 2.93198 -2.79372  -0.142
C 1.76577 2.03711 -1.90484  -0.164
N 2.03512 0.62040 -2.17490  -0.191
C 1.72929 0.34099 -3.58694  -0.191
C 2.55216 1.28758 -4.50629  -0.145
H 3.68914 0.60535 -0.90563  0.097
H 3.63235 -0.71682 -2.09639  0.109
H 4.88357 0.58160 -3.60261  0.117
H 5.02897 1.83124 -2.35976  0.116
H 2.08211 3.62028 -3.39613  0.118
H 3.37196 3.52322 -2.19367  0.116
H 0.71572 2.22627 -2.10545  0.078
H 1.94702 2.22631 -0.84249  0.106
H 0.65799 0.47338 -3.74088  0.074
H 1.97560 -0.70276 -3.78577  0.090
H 1.90339 1.96912 -5.05871  0.119
H 3.14566 0.72313 -5.22775  0.117

Atomic forces in eV per Å
-0.16 -0.02 -1.20
-0.12 -0.24 -0.21
-0.29 -0.08 -0.13
0.12 -0.14 0.32
-0.24 0.20 -0.07
0.04 0.14 -0.03
-0.07 0.12 0.17
0.08 -0.06 -0.18
0.04 -0.03 0.11
0.01 0.00 0.06
-0.04 -0.01 -0.06
-0.04 0.05 0.05
-0.02 0.03 0.15
-0.02 -0.11 -0.13
-0.37 0.42 -0.30
0.00 -0.16 0.18
-0.03 -0.02 0.04
0.04 0.02 -0.04
-0.02 -0.05 0.14
0.02 -0.13 -0.08
0.21 -0.19 0.07
0.04 0.01 0.12
0.00 -0.01 0.06
0.07 0.07 0.05
-0.01 0.05 -0.03
-0.13 0.06 -0.03
0.04 -0.03 0.02
0.06 -0.02 -0.02
0.01 -0.01 -0.04
-0.02 -0.05 0.02
-0.01 0.07 -0.04
-0.02 0.02 0.00
0.03 0.01 0.00
0.03 0.02 0.00
0.06 -0.06 -0.01
0.00 -0.06 -0.06
0.00 -0.02 0.00
0.01 0.01 0.02
-0.03 0.05 0.04
-0.06 0.09 -0.10
0.10 -0.23 0.17
-0.14 0.28 -0.09
0.14 0.00 -0.16
-0.01 -0.13 0.06
-0.07 0.05 -0.04
0.10 0.01 0.04
0.13 -0.40 0.07
-0.46 1.14 0.60
-0.08 -0.26 0.24
0.50 -0.69 0.08
-0.06 0.02 -0.12
0.01 0.02 0.14
0.02 -0.03 0.01
0.03 -0.02 0.04
0.03 -0.02 0.03
-0.06 0.08 0.00
-0.04 0.02 -0.07
-0.02 -0.08 0.02
-0.05 0.00 0.01
-0.01 0.03 -0.01
0.01 0.04 0.03
0.01 0.06 -0.04
-0.03 0.01 0.02
0.27 -0.02 -0.04
-0.03 0.09 0.02
-0.10 0.05 -0.01
0.33 0.00 0.11
0.50 0.02 0.36
-0.05 0.02 -0.07
-0.03 -0.06 -0.08
0.03 0.00 -0.03
-0.13 -0.04 -0.04
0.07 0.06 -0.10
-0.12 -0.09 0.09
0.23 0.25 -0.25
-0.03 -0.14 0.12
0.15 0.13 -0.12
-0.18 0.07 -0.05
0.13 0.07 -0.04
-0.04 -0.07 0.15
-0.05 -0.07 0.04
0.00 0.00 0.05
0.02 0.02 0.01
0.03 -0.03 -0.02
0.01 0.02 0.02
-0.02 0.01 0.00
-0.08 -0.01 0.07
-0.06 -0.02 0.02
-0.03 -0.02 -0.02
-0.05 -0.04 0.03
0.00 -0.03 -0.03
-0.04 0.00 -0.02

The total charge is +1. For the highest occupied orbital energy, the calculation gives -9.6 eV. The energy above the lowest of the compared OMol25 structures with the same formula, charge and spin comes out at 10.1 kcal/mol. The LUMO energy comes out at -0.132 hartree. Its max |F| is 1.37 eV/Å.